(1)
This record from OMol25 describes C25H36OP2SiSn as an isolated structure. The level of theory is ωB97M-V/def2-TZVPD.

Properties
frontier orbital gap (alpha / beta)	5.7 / 5.1	eV

Geometry as ORCA input:
```
! wB97M-V def2-TZVPD RIJCOSX def2/J DEFGRID3
* xyz 0 1
Sn 1.23 -0.65 -1.87
P 1.81 1.61 -2.07
P 0.26 -2.79 -2.00
Si -0.35 0.13 0.39
O 2.74 -1.16 0.77
C -1.35 4.18 1.15
C -1.31 1.81 0.47
C -0.36 0.73 3.23
C 0.98 -3.95 -3.26
C -3.21 -3.20 2.15
C -2.68 4.28 0.76
C -0.68 2.97 1.01
C 0.37 2.73 -2.37
C -1.50 -1.22 1.07
C 1.48 1.26 4.72
C -2.77 -1.46 0.52
C 0.51 0.58 2.12
C -2.66 1.95 0.08
C 2.93 2.04 -3.47
C 2.36 1.16 3.65
C 0.28 -3.82 -0.47
C -3.33 3.17 0.23
C 0.12 1.05 4.51
C -1.53 -2.79 -2.46
C -3.61 -2.44 1.05
C 2.64 2.42 -0.63
C 2.14 -0.96 -0.22
C -1.96 -2.98 2.72
C -1.11 -2.00 2.19
C 1.89 0.84 2.37
H -3.13 -0.91 -0.32
H -0.14 -1.87 2.65
H -3.86 -3.95 2.56
H 4.20 -1.25 -3.43
H 1.85 1.51 5.70
H 2.03 -4.18 -2.98
H 3.92 1.57 -3.31
H 0.69 3.78 -2.46
H 2.50 1.64 -4.41
H -0.31 -4.75 -0.59
H -1.64 -3.56 3.57
H 0.41 -4.89 -3.32
H -1.42 0.59 3.12
H -2.08 -2.19 -1.72
H -1.64 -2.31 -3.44
H -0.14 2.40 -3.28
H -0.34 2.63 -1.52
H -3.21 5.22 0.89
H -0.84 5.04 1.57
H 2.04 2.24 0.27
H 3.63 1.94 -0.48
H -4.59 -2.61 0.61
H 3.06 3.14 -3.57
H -4.37 3.25 -0.06
H 0.34 2.96 1.34
H 1.32 -4.07 -0.22
H 0.48 -0.39 -3.42
H -1.94 -3.82 -2.49
H -0.14 -3.22 0.36
H -0.57 1.14 5.34
H 3.95 -1.96 -3.42
H -3.21 1.14 -0.33
H 0.98 -3.45 -4.24
H 2.78 3.50 -0.79
H 3.41 1.35 3.80
H 2.65 0.83 1.63
*
```

Here are the natural (NBO) charges for atoms 1 to 2, given in e: Sn 0.447; P 0.990



(2)
This record from OMol25 describes C25H37BBr36N5O3 as an isolated structure. The level of theory is ωB97M-V/def2-TZVPD.

Properties
frontier orbital gap	8.7	eV

Geometry as ORCA input:
```
! wB97M-V def2-TZVPD RIJCOSX def2/J DEFGRID3
* xyz 1 1
Br 5.53 -3.50 4.09
Br -1.36 -1.93 -0.79
Br -0.53 6.96 -4.49
Br 9.20 -3.05 1.36
Br -1.21 4.41 -6.28
Br -3.72 -1.62 6.78
Br 10.87 -5.17 -2.30
Br 3.53 -1.89 0.51
Br -6.66 2.69 1.66
Br -8.16 1.25 4.09
Br 4.96 7.21 -0.83
Br 8.03 -4.69 -3.63
Br -7.80 1.29 -4.48
Br 3.77 8.43 1.87
Br -5.61 -3.59 2.18
Br 3.28 9.92 -0.90
Br -1.73 0.34 5.23
Br -7.20 -1.02 1.20
Br -7.57 -1.27 -2.60
Br -2.66 4.83 -3.47
Br -5.02 1.77 4.24
Br 3.92 -5.80 2.59
Br -4.50 -2.40 -1.19
Br -10.43 -0.06 -3.30
Br -2.79 -2.30 3.82
Br 7.23 -10.48 2.82
Br 9.22 -4.87 3.97
Br 10.18 -6.08 1.19
Br 2.42 -3.14 3.50
Br -8.47 -3.92 0.82
Br -2.69 -4.72 0.01
Br 9.87 -2.20 -2.87
Br 7.22 -7.95 0.89
Br 9.87 -9.74 1.21
Br 6.42 -0.71 -0.14
Br 5.84 -3.84 -0.44
O 0.12 -0.57 2.11
O 1.00 5.60 -0.09
O -1.15 5.18 0.18
N 0.13 1.19 -1.00
N -4.74 1.48 -1.32
N -6.17 3.21 -0.80
N -3.89 3.75 -0.78
N 0.80 -0.42 -2.30
C 0.76 0.23 -0.19
C 0.18 0.76 -2.25
C 1.78 1.17 3.68
C -0.40 1.52 -3.39
C 2.08 1.01 2.19
C -8.63 -0.35 -3.92
C 3.84 -4.39 3.90
C 0.14 4.79 0.09
C 9.36 -4.00 -2.42
C 5.12 -2.06 -0.57
C -0.48 2.41 -0.52
C 7.95 -9.71 1.21
C -1.88 1.22 -3.75
C -1.87 5.70 -5.01
C 1.17 -0.77 -0.99
C -2.30 -1.48 5.49
C 0.50 3.32 0.24
C -4.24 1.19 -2.67
C -7.35 -2.80 1.91
C -2.77 0.67 -2.62
C 9.01 -4.83 2.06
C -6.71 2.41 3.57
C 3.53 8.22 -0.03
C -2.95 -2.83 -0.14
C -4.98 2.82 -0.99
B 0.96 0.22 1.41
H -2.67 6.25 -5.50
H 1.67 -1.72 -0.74
H 0.92 -0.92 -3.17
H 8.00 -5.15 1.85
H 3.60 -4.85 4.85
H -3.12 -2.45 0.86
H -0.38 -1.17 1.53
H -2.42 0.90 -1.61
H 4.84 -1.90 -1.60
H -6.89 3.37 4.03
H -1.38 2.21 0.06
H -1.45 -2.02 5.89
H -3.17 3.72 -1.49
H -0.82 2.99 -1.37
H -0.23 2.58 -3.25
H 0.20 1.25 -4.26
H 2.26 1.95 1.68
H -7.81 -2.72 2.88
H 0.91 1.81 3.83
H -4.29 2.04 -3.35
H -8.69 -0.99 -4.78
H 8.91 -3.96 -1.43
H -6.15 4.20 -0.54
H 7.63 -10.33 0.39
H -3.48 3.52 0.12
H -2.79 -0.41 -2.72
H 3.00 0.43 2.07
H 1.57 0.23 4.16
H -1.85 0.45 -4.52
H -5.56 0.93 -1.11
H -4.84 0.41 -3.12
H 1.51 3.19 -0.12
H 2.62 1.65 4.18
H -2.31 2.10 -4.21
H -1.61 4.59 0.80
H 0.51 3.10 1.31
H 2.62 7.66 -0.17
*
```

Here are the Mulliken charges for atoms 1 to 2, given in e: Br -0.005; Br 0.046



(3)
This record from OMol25 describes one molecule with the formula C25H37BrN4S2. The level of theory is ωB97M-V/def2-TZVPD.

Properties
structure (SMILES)	[H]/N=C\Cc1nc2ccc(CCCCN(CCCC)C(=S)SCCC)cc2nc1C[C@@H](C)Br
frontier orbital gap	7.5	eV

Geometry as ORCA input:
```
! wB97M-V def2-TZVPD RIJCOSX def2/J DEFGRID3
* xyz 0 1
Br 2.52 -3.10 -3.58
S -5.78 1.02 1.72
S -4.50 2.40 -0.61
N 6.98 0.41 -0.71
N 2.96 -0.16 1.87
N 1.91 -1.90 -0.40
N -3.15 0.77 1.44
C -1.21 2.26 0.54
C -0.64 -2.51 2.39
C -2.54 0.27 -3.72
C 1.09 -0.91 3.31
C -3.16 -2.22 2.46
C 6.13 -0.11 0.12
C -4.37 1.35 0.90
C 3.27 -0.42 -4.31
C 1.34 -1.79 0.87
C -0.15 -1.67 3.53
C -3.38 -1.73 0.97
C 3.01 -1.09 -0.45
C 3.54 -0.22 0.64
C 1.17 2.61 1.65
C -4.36 1.36 -2.13
C -2.00 -3.31 2.61
C -2.11 1.79 1.75
C 4.81 0.70 0.42
C 3.77 -1.05 -1.85
C 0.07 -2.58 1.12
C 1.83 -0.95 1.99
C -2.65 -0.35 0.63
C 2.69 -1.18 -3.03
C -0.16 3.32 1.12
C -2.98 1.58 -2.92
H -4.09 -2.71 2.87
H 4.45 -1.94 -1.94
H 4.11 -1.01 -4.78
H -4.49 -1.50 0.87
H 4.99 1.26 1.38
H -2.95 -1.35 3.16
H -2.07 -0.43 -2.96
H 1.50 -0.24 4.12
H -2.79 -0.20 -0.49
H 0.93 2.21 2.67
H 1.38 1.78 0.91
H -2.52 2.69 2.29
H 2.04 3.31 1.71
H -5.16 1.74 -2.83
H -0.65 3.94 1.94
H 6.39 -1.11 0.54
H 6.58 1.31 -1.03
H -1.54 -0.46 0.78
H -0.39 -3.23 0.32
H 0.13 4.06 0.31
H 4.28 -0.07 -2.02
H -1.41 1.29 2.50
H -2.04 -4.06 1.76
H -3.43 -0.24 -4.18
H 3.71 0.58 -4.02
H -4.56 0.27 -1.98
H -3.14 -2.54 0.22
H 2.45 -0.26 -5.05
H -1.72 0.48 -4.47
H -2.00 -3.78 3.62
H 1.71 -0.76 -2.70
H 4.59 1.50 -0.35
H -0.60 1.42 0.09
H -0.68 -1.60 4.51
H -2.14 1.81 -2.21
H -3.05 2.46 -3.63
H -1.76 2.80 -0.28
*
```

Here are the natural (NBO) charges for atoms 1 to 2, given in e: Br -0.025; S 0.114



no.,electronic energy (Eh),largest force on an atom (Eh/bohr)
1,-2235.66996,0.09571
2,-94163.37531,0.03882
3,-4564.04558,0.08830